The following is a DFT calculation (ωB97M-V with the def2-TZVPD basis set) of an isolated molecule of CH3F2OP.

Output
Highest occupied orbital energy (eV): -9.490
Multiplicity: 1
Molar mass (g/mol): 100.00
Total energy (eV): -17855.9027
Gap between HOMO and LUMO (eV): 10.09
Relative energy (zero: lowest compared OMol25 entry of this formula, charge and spin) (kcal per mole): 69.2

Cartesian coordinates (Å):
P (-0.681, -1.067, 0.326)
F (1.796, 0.279, 1.043)
F (1.681, -0.139, -1.114)
O (-1.759, 0.026, -0.325)
C (1.000, 0.193, -0.026)
H (0.590, 1.234, -0.304)
H (-1.832, 0.000, -1.220)
H (-0.795, -0.526, 1.619)

Atom charges from the natural (NBO) analysis, given in e for atoms 1 to 5:
1 P 0.751
2 F -0.345
3 F -0.348
4 O -0.968
5 C 0.368